# 1
2 unconnected molecules or ions with the total composition C6H16O at a distorted geometry, computed with wB97M-V/def2-TZVPD.

Output
Energy ... -313.417567 Eh
Kohn-Sham gap ... 11.8 eV
HOMO energy ... -10.9 eV

Each line ends with the Löwdin charge.
Cartesian coordinates (Å):
C  0.03082  -1.63643  -0.64339  -0.275
H  -1.37107  -0.33172  -1.62376  0.116
H  -2.12012  0.77769  0.67545  0.112
C  0.09399  2.11959  1.31653  -0.117
H  -0.02740  0.47824  -1.13066  0.082
C  -1.28462  0.06575  0.63774  -0.209
H  -0.98986  -2.70249  -2.09768  0.073
H  -0.48449  -3.81171  -0.75786  0.059
H  1.14432  2.38205  1.27017  0.053
H  0.94539  -1.72530  -1.24400  0.107
H  -0.43856  2.77258  2.00791  0.075
H  -1.75195  -0.86743  0.93924  0.097
C  -0.69345  -0.29061  -0.74337  -0.222
C  -0.17634  0.62485  1.53613  -0.252
C  -0.86941  -2.84346  -1.01094  -0.106
H  0.35476  -1.79027  0.38748  0.091
H  3.23082  1.56760  -0.60216  0.039
H  -1.87622  -2.63557  -0.62673  0.068
O  2.35007  1.60377  -0.97035  -0.037
H  1.78101  1.85109  -0.25770  -0.041
H  0.78336  0.13012  1.42041  0.098
H  -0.31229  2.43404  0.33708  0.084
H  -0.52298  0.54668  2.57224  0.104

# 2
C6H16OSi2 in the gas phase at a distorted geometry, computed with wB97M-V/def2-TZVPD.

Output
Energy ... -892.499581 Eh
Kohn-Sham gap ... 9.4 eV
HOMO energy ... -8.7 eV

Each line ends with the Löwdin charge.
Cartesian coordinates (Å):
H  0.23867  -2.74815  0.78443  0.048
C  -0.07256  -0.51149  0.97146  -0.373
H  2.10380  2.33595  -0.18956  0.038
H  -2.14215  2.44560  -0.55776  0.067
H  0.76339  -1.86934  2.27481  0.057
H  -0.89827  -2.47683  2.00153  0.075
H  -0.98049  2.28428  0.81582  0.059
H  3.15246  -0.02572  -1.84697  0.053
O  -0.11701  0.66718  -1.26699  -0.307
H  -0.22724  0.04273  1.98597  0.088
H  -3.37790  -0.26529  -1.55429  0.029
H  1.45971  1.80594  1.39698  0.007
Si  -1.47421  0.22227  -0.18448  0.544
H  1.93693  -1.21817  -2.10524  0.002
H  -2.00247  -1.05712  -2.28840  0.014
H  3.12847  1.44351  0.86485  0.000
H  -2.81441  1.96435  0.99155  -0.008
Si  1.14318  0.24825  -0.37957  0.352
H  -2.77982  -1.77717  -0.88534  0.017
C  -1.96492  1.88896  0.41655  -0.153
C  2.42311  -0.69438  -1.33270  -0.156
H  2.85959  -1.41960  -0.63897  0.038
C  -2.48031  -0.86821  -1.37098  -0.140
C  2.13287  1.55450  0.59446  -0.153
C  -0.01040  -1.97204  1.50284  -0.200

# 3
2 unconnected molecules or ions with the total composition C6H16S at a distorted geometry, computed with wB97M-V/def2-TZVPD.

Output
Energy ... -636.367613 Eh
Kohn-Sham gap ... 9.9 eV
HOMO energy ... -9.0 eV

Each line ends with the Löwdin charge.
Cartesian coordinates (Å):
C  1.19323  -0.53178  2.12516  -0.187
H  -1.19823  1.12667  -1.21430  0.111
H  1.41874  2.36965  0.75739  -0.133
C  -1.91296  -0.24857  0.28795  -0.131
H  1.19613  -0.19306  -2.61429  0.073
H  -1.78077  -0.97131  -2.40872  0.109
C  1.54808  0.85092  2.65584  -0.567
H  -2.91671  -0.35423  -0.19634  0.076
H  -1.70494  -1.20194  0.76259  0.056
H  0.34257  -1.08716  -3.85573  0.064
H  1.96294  -1.25619  2.37776  0.063
H  -0.40768  -1.83102  -1.58160  0.119
H  1.12557  -0.46511  0.99283  0.062
H  2.57413  1.09680  2.42017  0.048
H  0.07650  0.36297  -0.30174  0.021
H  1.36516  0.98853  3.76186  0.078
S  0.54630  2.16490  1.77665  0.659
H  0.23767  -0.89773  2.52435  0.070
C  -0.76415  -0.82795  -1.97257  -0.286
C  -0.87506  0.16039  -0.78293  -0.306
C  0.19581  -0.35091  -3.05745  -0.136
H  -0.17905  0.57364  -3.54024  0.077
H  -2.04329  0.52251  1.08334  0.058

Q: energy of number 2 (C6H16OSi2)?
A: -892.499581 Eh